{
  "formula": "C30H76NO24P5S",
  "method": "ωB97M-V/def2-TZVPD",
  "total_charge": 0,
  "largest_force_ha_per_bohr": 0.024,
  "homo_lumo_gap_ev": 10.49,
  "e_lumo_ev": 0.513,
  "multiplicity": 1,
  "species": ["C", "C", "C", "C", "C", "C", "C", "C", "C", "C", "C", "C", "C", "O", "S", "O", "O", "O", "C", "C", "N", "H", "H", "H", "H", "H", "H", "H", "H", "H", "H", "H", "H", "H", "H", "H", "H", "H", "H", "H", "H", "H", "H", "H", "H", "H", "H", "H", "H", "H", "H", "H", "C", "O", "P", "O", "O", "C", "O", "C", "H", "H", "H", "H", "H", "H", "H", "H", "H", "C", "O", "P", "O", "O", "C", "O", "C", "H", "H", "H", "H", "H", "H", "H", "H", "H", "C", "O", "P", "O", "O", "C", "O", "C", "H", "H", "H", "H", "H", "H", "H", "H", "H", "C", "O", "P", "O", "O", "C", "O", "C", "H", "H", "H", "H", "H", "H", "H", "H", "H", "C", "O", "P", "O", "O", "C", "O", "C", "H", "H", "H", "H", "H", "H", "H", "H", "H"],
  "xyz": [[4.8225, -4.9561, 2.0438], [5.4234, -5.3293, 0.6761], [4.9726, -4.4229, -0.4801], [3.6912, -4.8893, -1.1884], [2.3580, -4.4332, -0.5880], [1.8682, -3.0539, -1.0552], [2.3916, -1.8641, -0.2498], [1.7590, -1.6312, 1.1459], [0.5045, -2.4423, 1.4859], [-0.7945, -1.8631, 0.9264], [-2.0181, -2.4564, 1.6373], [-3.2972, -2.3668, 0.8037], [-4.3389, -3.3176, 1.4089], [-5.6756, -2.7380, 1.5137], [-6.7067, -3.5348, 0.6054], [-7.5057, -4.4420, 1.3562], [-7.3890, -2.6163, -0.2329], [-5.6467, -4.3824, -0.2338], [-4.6070, -4.6600, 0.7538], [-3.4490, -5.4817, 0.2151], [-3.3387, -6.7371, 0.9656], [5.5284, -4.3843, 2.6436], [3.9329, -4.3398, 1.9318], [4.5570, -5.8454, 2.6125], [5.2097, -6.3712, 0.4382], [6.5081, -5.2443, 0.7515], [4.8815, -3.4084, -0.0943], [5.7747, -4.4055, -1.2201], [3.7205, -4.6117, -2.2430], [3.7076, -5.9821, -1.1651], [2.3870, -4.4639, 0.5012], [1.5999, -5.1626, -0.8859], [0.7795, -3.0330, -1.0942], [2.1862, -2.9158, -2.0919], [3.4679, -1.9726, -0.1199], [2.2728, -0.9615, -0.8497], [1.4680, -0.5804, 1.1931], [2.4931, -1.7852, 1.9358], [0.3984, -2.4311, 2.5763], [0.5937, -3.4941, 1.2138], [-0.7905, -0.7842, 1.0967], [-0.8850, -2.0520, -0.1434], [-2.1602, -2.0122, 2.6222], [-1.8032, -3.5166, 1.8127], [-3.0782, -2.6362, -0.2287], [-3.7125, -1.3616, 0.8607], [-4.0159, -3.5280, 2.4294], [-5.0696, -5.2682, 1.5349], [-2.5067, -4.9519, 0.3148], [-3.6305, -5.6722, -0.8453], [-2.3956, -7.0907, 0.9280], [-3.9656, -7.4374, 0.5981], [-3.9197, -2.2971, -3.4568], [-3.1679, -2.1924, -4.6761], [-1.6954, -2.7718, -4.6547], [-1.1062, -2.8951, -3.3175], [-0.9053, -1.8520, -5.6690], [-0.6928, -0.4819, -5.2900], [-1.8370, -4.1171, -5.4691], [-0.6334, -4.8082, -5.8339], [-3.5315, -1.5893, -2.7259], [-4.9522, -2.0453, -3.6811], [-3.8734, -3.3054, -3.0484], [-0.3323, -0.4203, -4.2627], [-1.6219, 0.0779, -5.3920], [0.0551, -0.0646, -5.9582], [0.0510, -4.8662, -4.9869], [-0.1512, -4.2987, -6.6670], [-0.9198, -5.8111, -6.1367], [5.1201, 2.9444, 2.0494], [3.9951, 3.8182, 2.2443], [2.5850, 3.3831, 1.6770], [2.6298, 2.4100, 0.5843], [1.8921, 4.7663, 1.3457], [2.4588, 5.5687, 0.2945], [1.8111, 2.9267, 2.9761], [0.4018, 2.6776, 2.8625], [5.4285, 2.9599, 1.0062], [5.9244, 3.3238, 2.6743], [4.8800, 1.9241, 2.3431], [2.6584, 4.9580, -0.5863], [3.3743, 6.0461, 0.6443], [1.7271, 6.3322, 0.0484], [0.1862, 2.0793, 1.9765], [-0.1395, 3.6214, 2.8140], [0.1012, 2.1296, 3.7508], [-8.8749, -2.3270, 8.3327], [-9.3436, -1.6931, 7.1322], [-8.4428, -1.7831, 5.8321], [-7.0206, -2.0215, 6.0887], [-8.7779, -0.4375, 5.0618], [-8.3417, 0.7901, 5.6551], [-9.1905, -2.8595, 4.9626], [-8.7577, -3.0375, 3.5974], [-8.0406, -1.7677, 8.7517], [-9.7059, -2.3259, 9.0326], [-8.5635, -3.3518, 8.1390], [-7.3003, 0.7170, 5.9702], [-8.9725, 1.0357, 6.5095], [-8.4369, 1.5644, 4.8993], [-7.6732, -3.0898, 3.5421], [-9.1258, -2.2085, 2.9933], [-9.1779, -3.9654, 3.2301], [4.0431, 6.2934, 4.3045], [4.5818, 7.5984, 4.5924], [4.6149, 8.6477, 3.4123], [4.5918, 8.0685, 2.0664], [5.8769, 9.5474, 3.7448], [7.1693, 8.9360, 3.6428], [3.4215, 9.6170, 3.7682], [3.2944, 10.8319, 3.0146], [4.7375, 5.7348, 3.6834], [3.9067, 5.7806, 5.2524], [3.0857, 6.3698, 3.7921], [7.2617, 8.3854, 2.7063], [7.3306, 8.2659, 4.4871], [7.9054, 9.7342, 3.6666], [3.4106, 10.6392, 1.9478], [4.0397, 11.5537, 3.3457], [2.2992, 11.2230, 3.2045], [3.6066, 3.1039, -5.5573], [3.7775, 3.5499, -6.9143], [2.5824, 3.3543, -7.9309], [1.6299, 2.3015, -7.5724], [3.3111, 3.1685, -9.3255], [4.0835, 1.9754, -9.5145], [1.9885, 4.8099, -8.0592], [1.0195, 5.0519, -9.0910], [3.6211, 2.0167, -5.5155], [4.4415, 3.5037, -4.9891], [2.6718, 3.4718, -5.1386], [3.5195, 1.0978, -9.1980], [5.0147, 2.0433, -8.9526], [4.3036, 1.9001, -10.5753], [0.2707, 4.2599, -9.1111], [1.5164, 5.1194, -10.0577], [0.5385, 5.9980, -8.8616]],
  "atomic_forces_ev_per_a": [[0.034, -0.122, -0.139], [0.061, 0.408, 0.146], [0.124, -0.292, -0.073], [0.037, -0.080, 0.423], [-0.323, 0.078, -0.239], [0.283, 0.030, -0.010], [0.016, 0.017, 0.072], [-0.258, -0.123, -0.307], [-0.130, 0.347, 0.357], [-0.168, -0.113, 0.427], [0.378, -0.341, -0.653], [-0.502, -0.266, 0.521], [0.468, 0.081, 0.530], [0.117, -0.304, -0.326], [-0.933, 0.192, -0.813], [0.372, -0.052, 0.442], [0.324, 0.115, -0.206], [0.379, 0.432, 0.373], [-0.052, -0.504, 0.444], [-0.175, -0.395, -0.305], [0.047, 0.386, 0.152], [0.044, 0.057, 0.017], [-0.115, -0.043, 0.042], [-0.057, 0.010, 0.101], [-0.042, -0.051, -0.078], [0.064, -0.147, 0.022], [-0.024, 0.119, -0.107], [0.030, 0.054, -0.046], [-0.037, 0.107, -0.051], [0.032, -0.063, -0.113], [0.090, -0.076, 0.072], [-0.026, -0.053, 0.019], [-0.032, -0.010, 0.022], [-0.029, -0.041, -0.069], [0.055, 0.042, -0.050], [-0.107, 0.049, -0.008], [0.152, 0.103, 0.191], [0.128, -0.064, -0.025], [0.039, -0.043, 0.046], [0.026, -0.045, -0.095], [0.019, 0.107, -0.246], [0.076, 0.129, -0.125], [-0.048, 0.078, 0.055], [-0.015, -0.044, 0.093], [-0.109, 0.160, -0.167], [0.032, 0.093, -0.280], [-0.215, 0.069, 0.120], [-0.107, -0.139, -0.124], [0.034, 0.157, -0.099], [0.096, 0.271, -0.138], [0.043, -0.137, -0.061], [-0.010, -0.106, -0.012], [-0.194, 0.139, 0.183], [0.062, -0.135, 0.095], [0.022, 0.035, -0.117], [0.018, 0.020, 0.127], [-0.100, 0.010, -0.001], [0.129, 0.171, 0.037], [0.072, 0.031, -0.085], [0.054, -0.087, 0.011], [0.025, -0.053, 0.039], [0.023, -0.016, -0.136], [0.004, -0.012, -0.011], [-0.010, -0.045, 0.007], [-0.018, -0.030, -0.002], [-0.016, -0.063, -0.063], [-0.015, 0.015, 0.016], [-0.006, 0.028, 0.012], [-0.052, 0.008, 0.008], [0.059, 0.009, 0.002], [0.133, -0.186, 0.051], [-0.087, 0.140, -0.096], [0.040, -0.047, -0.074], [0.036, -0.026, 0.117], [0.067, 0.082, -0.084], [-0.075, 0.116, 0.023], [-0.074, -0.094, 0.007], [-0.040, -0.028, -0.015], [-0.035, 0.042, 0.024], [-0.022, -0.004, -0.005], [-0.023, -0.031, 0.018], [-0.017, 0.007, 0.033], [-0.036, -0.013, 0.035], [0.026, 0.002, -0.007], [0.023, 0.013, -0.019], [0.049, -0.002, 0.019], [-0.034, 0.003, 0.068], [0.056, -0.061, 0.052], [-0.064, -0.019, -0.057], [0.087, 0.046, 0.058], [-0.085, -0.003, 0.087], [0.077, 0.074, -0.024], [-0.033, 0.072, -0.093], [-0.036, 0.064, -0.017], [0.034, -0.022, -0.037], [-0.037, 0.023, -0.041], [0.012, -0.002, -0.017], [-0.003, -0.026, -0.005], [-0.002, -0.021, 0.006], [-0.025, -0.026, -0.030], [0.022, -0.006, 0.076], [0.034, -0.002, -0.012], [-0.038, -0.053, 0.121], [0.001, -0.161, 0.008], [-0.081, -0.003, -0.074], [-0.007, 0.036, 0.105], [0.037, -0.067, -0.089], [-0.014, -0.058, 0.076], [0.090, 0.002, -0.059], [0.079, 0.102, 0.012], [-0.069, 0.050, -0.071], [-0.040, 0.021, -0.048], [0.029, 0.106, 0.063], [0.000, -0.010, -0.021], [-0.026, 0.007, -0.004], [-0.022, -0.005, 0.001], [-0.031, 0.034, 0.013], [0.006, -0.026, 0.006], [0.021, -0.023, 0.004], [-0.014, -0.040, 0.033], [0.051, -0.004, 0.071], [-0.083, -0.021, 0.074], [0.043, 0.021, -0.002], [-0.021, -0.121, 0.045], [0.074, 0.051, 0.058], [-0.004, -0.094, -0.059], [0.045, 0.024, -0.140], [-0.109, 0.027, -0.012], [-0.048, -0.002, -0.019], [0.021, 0.031, -0.049], [-0.015, -0.002, -0.016], [-0.020, 0.017, 0.009], [-0.010, 0.013, 0.017], [-0.016, 0.045, -0.012], [0.014, -0.013, 0.020], [0.022, -0.023, 0.009], [0.028, 0.009, 0.046]]
}